Entry 1:
Formula: C29H49AsIrN10Se
Source: the OMol25 dataset
Level of theory: the ωB97M-V functional and the def2-TZVPD basis

Max |F| (eV/A): 0.58
Molecular weight (g mol⁻¹): 883.9
Total charge: +4
Electronic energy (a.u.): -6422.27668
Multiplicity: 2
Lowest unoccupied orbital energy (spin up / spin down) (eV): -10.69 / -11.70

```
91
Properties=species:S:1:pos:R:3:forces:R:3
Ir 0.857 0.445 -0.008 0.576 0.040 0.012
N -0.620 -0.409 1.253 -0.014 -0.004 -0.006
C -0.436 -0.372 2.741 0.033 -0.078 -0.016
C 0.880 -1.015 3.148 0.016 0.000 -0.051
C 2.091 -0.148 2.859 -0.034 -0.082 -0.014
N 2.357 -0.053 1.392 0.032 0.119 0.065
H -1.544 -0.055 1.015 0.019 0.095 0.085
H -0.658 -1.399 1.027 -0.084 0.015 -0.085
H -1.274 -0.892 3.205 0.004 -0.008 -0.007
H -0.467 0.663 3.067 -0.021 -0.001 0.007
H 0.988 -1.995 2.669 0.010 -0.018 0.043
H 0.850 -1.216 4.220 -0.013 0.036 0.007
H 2.980 -0.552 3.345 -0.003 -0.032 -0.025
H 1.945 0.859 3.233 0.032 -0.011 0.042
H 2.719 -0.963 1.107 0.017 0.016 -0.030
H 3.140 0.586 1.254 -0.022 0.031 0.032
Se 6.402 -2.686 -4.301 0.000 0.000 -0.001
N 5.080 -3.380 -3.354 0.000 0.000 0.001
C 4.402 -2.376 -2.851 -0.006 -0.005 -0.008
C 3.221 -2.542 -2.023 0.000 -0.005 0.003
C 2.683 -3.794 -1.716 -0.002 0.008 -0.007
C 1.534 -3.854 -0.956 -0.005 0.005 0.004
C 0.953 -2.672 -0.515 -0.007 -0.008 0.001
N 1.456 -1.465 -0.782 0.015 0.011 0.009
C 2.587 -1.397 -1.530 0.016 -0.015 0.018
C 3.089 -0.068 -1.833 0.016 0.014 0.018
N 2.421 0.985 -1.284 0.003 -0.027 -0.041
C 2.837 2.213 -1.590 0.024 -0.006 0.012
C 3.921 2.465 -2.424 -0.004 0.009 0.007
C 4.618 1.409 -2.962 -0.003 -0.003 -0.016
C 4.197 0.109 -2.663 0.005 -0.002 0.020
C 4.873 -1.070 -3.180 -0.001 -0.001 0.000
N 5.933 -1.017 -3.950 0.005 0.002 0.007
H 3.172 -4.688 -2.083 -0.003 0.001 -0.005
H 1.078 -4.800 -0.699 -0.001 0.001 -0.001
H 0.041 -2.728 0.061 -0.003 0.001 0.001
H 2.291 3.027 -1.153 -0.022 0.001 -0.027
H 4.205 3.489 -2.626 -0.003 0.000 -0.003
H 5.475 1.555 -3.607 0.006 -0.001 0.010
C -7.107 -1.100 -2.280 -0.030 0.024 0.001
C -6.562 -0.123 -1.227 0.076 0.093 0.069
C -7.611 0.205 -0.173 0.004 0.009 0.006
C -5.973 1.128 -1.862 -0.001 0.005 0.009
N -5.478 -0.872 -0.510 -0.051 -0.278 -0.070
N -4.246 -1.049 -0.975 -0.406 0.080 -0.188
H -7.986 -0.643 -2.736 0.014 0.008 -0.018
H -7.425 -2.042 -1.833 -0.011 0.005 0.003
H -6.377 -1.296 -3.067 0.008 -0.021 0.013
H -8.447 0.710 -0.654 -0.002 -0.006 -0.001
H -7.216 0.866 0.598 0.001 0.000 -0.001
H -8.007 -0.699 0.293 0.005 0.000 0.004
H -6.784 1.682 -2.334 0.000 -0.002 -0.002
H -5.258 0.904 -2.660 -0.011 0.003 -0.005
H -5.514 1.779 -1.117 -0.003 0.000 -0.001
H -5.770 -1.550 0.191 -0.012 -0.001 -0.009
H -4.044 -0.476 -1.786 -0.038 -0.014 -0.023
H -3.932 -2.013 -1.029 0.054 0.010 0.158
C 2.492 3.580 2.902 -0.001 -0.034 0.010
C 1.025 3.170 2.855 0.106 0.033 -0.097
As 0.332 2.671 1.094 -0.296 0.057 -0.013
C -1.591 2.657 1.570 0.014 -0.041 0.066
C -2.352 3.980 1.590 0.005 0.007 -0.023
C 0.787 4.282 0.066 0.005 0.006 0.022
C 0.215 5.620 0.532 0.030 0.002 0.028
H 2.732 3.969 3.890 0.008 -0.023 0.008
H 2.723 4.369 2.187 -0.005 0.013 0.014
H 3.167 2.742 2.713 0.003 0.008 -0.021
H 0.377 4.005 3.135 0.033 0.026 -0.005
H 0.801 2.371 3.560 -0.056 0.042 0.032
H -1.600 2.238 2.578 0.018 0.014 0.007
H -2.105 1.944 0.924 -0.008 -0.007 0.024
H -1.828 4.753 2.148 -0.009 -0.011 0.027
H -3.313 3.827 2.082 -0.012 -0.006 -0.025
H -2.550 4.360 0.588 0.021 0.010 -0.001
H 0.551 4.096 -0.982 -0.028 0.018 -0.001
H 1.874 4.328 0.157 0.001 -0.016 -0.016
H -0.833 5.738 0.279 -0.001 0.003 -0.003
H 0.764 6.416 0.030 -0.001 0.001 0.001
H 0.337 5.779 1.604 0.002 0.000 0.000
C 0.097 -0.757 -3.497 0.021 0.013 0.006
C -0.507 0.458 -2.879 -0.011 0.007 -0.029
N -0.477 0.945 -1.629 -0.002 -0.121 -0.013
C -1.258 2.100 -1.658 0.041 0.032 -0.036
C -1.732 2.311 -2.905 0.007 0.006 0.010
N -1.251 1.270 -3.651 -0.046 -0.040 0.025
H 0.386 -1.497 -2.767 -0.051 -0.018 -0.004
H 0.966 -0.490 -4.102 0.030 -0.007 0.038
H -0.630 -1.219 -4.166 0.018 0.029 -0.037
H -1.424 2.723 -0.803 -0.009 -0.015 0.004
H -2.340 3.098 -3.317 0.000 -0.002 0.000
H -1.405 1.132 -4.641 0.002 0.000 0.001
```
Forces are in eV/Å.


Entry 2:
Formula: C29H49BrN2OP2Sn
Source: the OMol25 dataset
Level of theory: the ωB97M-V functional and the def2-TZVPD basis

Max |F| (eV/A): 5.79
Molecular weight (g mol⁻¹): 702.3
Total charge: +4
Electronic energy (a.u.): -4788.48037
Lowest unoccupied orbital energy (spin up / spin down) (eV): -14.09 / -12.55

```
85
Properties=species:S:1:pos:R:3:forces:R:3
N -6.502 5.112 -4.983 4.050 -2.458 3.331
C -6.197 5.599 -3.742 -2.019 1.277 -0.878
C -5.237 5.023 -2.910 0.002 0.041 -0.846
C -4.504 3.846 -3.280 -0.983 1.565 -0.773
C -4.890 3.285 -4.538 -0.106 1.521 0.224
C -5.885 3.974 -5.317 -0.582 -1.153 -1.723
C -3.433 3.394 -2.368 -0.994 0.984 -0.239
Sn -0.663 3.639 -1.478 0.379 0.067 0.035
P 5.313 -0.646 -0.003 -2.502 -0.546 -0.324
C -2.589 2.419 -2.763 -0.768 -1.236 -0.061
C -1.697 1.678 -1.903 0.353 0.086 0.234
C -0.629 0.883 -2.483 -1.085 -0.069 -0.226
C 0.207 0.148 -1.730 0.978 -0.377 0.358
C -0.035 -0.195 -0.229 0.421 0.987 -1.045
C -1.029 0.748 0.309 -2.924 1.772 0.318
C -1.841 1.634 -0.415 0.906 -0.770 -1.366
Br 1.666 0.053 0.637 0.815 0.204 0.627
H -3.407 3.911 -1.385 -0.296 -0.675 -0.403
H -2.725 2.108 -3.815 0.620 0.020 0.595
H -5.008 5.623 -2.023 -0.110 -0.429 -0.197
H -4.384 2.420 -5.004 -0.692 0.545 0.262
H -6.788 6.502 -3.525 0.593 -0.298 0.478
H -6.180 3.536 -6.295 0.188 0.204 0.661
H -0.664 0.871 -3.590 0.981 0.200 0.654
H -2.678 2.271 -0.057 0.676 -0.907 0.673
H 1.179 -0.101 -2.208 -0.926 -0.540 0.622
H -1.294 0.744 1.368 0.804 -0.201 -0.448
P -0.396 -2.053 0.064 -1.011 -2.032 -3.255
C 4.787 1.122 0.236 -0.198 -0.672 0.416
C 5.987 2.007 -0.068 -0.163 0.236 0.100
H 4.404 1.237 1.254 0.559 -0.143 0.292
H 3.885 1.379 -0.341 0.535 -0.434 -0.456
H 5.770 2.985 0.339 0.197 0.337 0.071
H 6.885 1.614 0.421 -0.042 0.288 -0.291
H 6.112 2.124 -1.146 0.307 -0.149 0.134
C 4.697 -1.257 -1.626 0.120 0.361 -0.481
C 5.626 -2.327 -2.232 -0.230 0.314 0.153
H 4.620 -0.395 -2.294 0.489 0.160 0.048
H 3.637 -1.577 -1.604 0.454 -0.139 0.722
H 5.370 -2.440 -3.284 0.136 -0.125 0.013
H 6.656 -1.970 -2.151 -0.063 -0.353 -0.173
H 5.510 -3.294 -1.735 0.167 0.145 -0.045
C 4.752 -1.878 1.267 0.396 -0.292 0.127
C 5.753 -2.026 2.451 -0.765 0.011 -0.011
H 4.591 -2.852 0.769 0.415 0.447 -0.188
H 3.723 -1.629 1.640 0.947 0.371 -0.264
H 5.223 -2.704 3.130 0.450 0.245 0.242
H 6.743 -2.477 2.227 -0.747 0.471 -0.188
H 5.852 -1.033 2.917 0.256 -0.523 0.134
C -0.429 -3.428 1.346 0.964 0.958 1.493
C -1.516 -4.495 1.079 -0.147 0.347 -0.629
H -0.480 -2.907 2.311 -0.422 -0.514 0.091
H 0.597 -3.849 1.346 -0.537 0.215 -0.252
H -2.518 -4.197 1.378 0.224 0.106 0.283
H -1.600 -4.714 0.017 0.216 -0.098 -0.157
H -1.296 -5.460 1.541 0.344 0.328 0.283
C 0.753 -2.792 -1.216 -0.160 0.326 0.592
C 0.212 -2.711 -2.636 -0.157 -0.009 -0.489
H 0.990 -3.830 -0.919 -0.299 0.437 -0.082
H 1.688 -2.228 -1.111 -0.079 -0.124 -0.032
H -0.739 -3.255 -2.729 0.413 0.049 -0.115
H 0.034 -1.668 -2.941 0.019 -0.784 0.018
H 0.953 -3.136 -3.328 -0.354 -0.008 0.148
C -2.117 -2.043 -0.571 0.061 -0.103 -0.523
C -3.026 -1.604 0.559 -0.582 0.263 0.622
H -2.447 -3.006 -0.990 0.375 0.332 0.152
H -2.181 -1.313 -1.384 0.232 -0.147 -0.052
H -3.832 -0.951 0.223 0.096 0.001 -0.115
H -3.512 -2.436 1.056 0.050 -0.103 0.046
H -2.475 -1.057 1.327 -0.129 0.042 0.194
C -1.634 0.625 6.056 -0.487 0.386 -0.292
N -0.776 0.484 4.884 -0.617 0.177 -1.970
C 0.199 -0.591 4.882 0.909 0.171 -0.103
C -0.956 1.128 3.657 0.543 -0.600 2.377
C -2.262 1.860 3.359 0.365 -0.184 0.449
O -0.055 1.079 2.805 -0.634 -0.117 0.262
H -1.200 0.079 6.893 -0.037 0.209 -0.154
H -2.648 0.264 5.885 0.002 -0.211 0.024
H -1.703 1.683 6.290 0.006 0.059 0.366
H -0.101 -1.440 4.251 -0.079 0.212 -0.002
H 1.131 -0.171 4.494 0.029 -0.383 0.066
H 0.384 -0.989 5.880 -0.180 0.294 -0.065
H -1.988 2.811 2.874 -0.386 -0.354 0.165
H -2.843 1.203 2.687 0.137 0.357 0.082
H -2.894 2.018 4.243 0.310 0.131 -0.319
```
Forces are in eV/Å.